Computed, not measured: a cluster of 2 separate species, CH3NO2S2 in total in a non-equilibrium geometry, with wB97M-V/def2-TZVPD.

Computed properties:
highest occupied orbital energy = -9.86 eV
relative energy (zero: lowest compared OMol25 entry of this formula, charge and spin) = 60.6 kcal per mole
maximum force = 0.091 Eh/bohr

Geometry (Å):
C (1.01090, -0.27450, -0.71187)
N (-1.37386, -0.24166, 0.95851)
O (-3.12080, -2.01628, 0.83204)
O (-0.45166, -2.23128, -1.40310)
S (-1.72513, -1.65723, 0.65140)
S (0.81903, -1.56118, -1.72695)
H (1.89180, 0.15925, -0.61687)
H (0.19667, 0.24060, -0.26047)
H (-1.85038, 0.54810, 1.35782)

---

Computed, not measured: a cluster of 2 separate species, C8H6F5ISi in total in a non-equilibrium geometry, with wB97M-V/def2-TZVPD.

Computed properties:
highest occupied orbital energy = -8.71 eV
relative energy (zero: lowest compared OMol25 entry of this formula, charge and spin) = 37.5 kcal per mole
maximum force = 0.073 Eh/bohr

Geometry (Å):
C (3.38400, -0.55385, 0.38514)
C (2.87105, -0.71906, -0.90111)
C (2.69862, 0.25413, 1.28800)
C (1.55862, -0.19247, -1.14056)
C (1.42660, 0.70605, 1.01703)
C (0.79887, 0.37148, -0.13125)
C (-2.22079, -0.34518, -1.49357)
C (-2.84990, -0.01790, 1.43186)
F (4.64248, -0.94461, 0.72020)
F (3.47819, -1.40366, -1.90358)
F (3.39482, 0.52093, 2.41130)
F (1.04099, -0.53670, -2.32780)
F (0.71565, 1.29024, 1.94686)
Si (-2.24666, 0.99168, -0.17191)
I (-3.10616, 3.23107, -0.64194)
H (-1.56771, -0.21813, -2.46719)
H (-1.84571, -1.39019, -1.03489)
H (-3.22176, -0.41309, -2.03115)
H (-2.77391, 0.68485, 2.14476)
H (-3.84830, -0.35883, 1.28554)
H (-2.32899, -0.95676, 1.61425)

---

Computed, not measured: a cluster of 3 separate species, C16H29FN2O13S2 in total in a non-equilibrium geometry, with wB97M-V/def2-TZVPD.

Computed properties:
highest occupied orbital energy = -9.00 eV
maximum force = 0.120 Eh/bohr
SMILES = CO[C@@H](COCCCCCNC(C)=O)C(=O)NC(=O)F.O=S1(=O)OCCO1.O=S1(=O)OCCO1

Geometry (Å):
C (3.14013, -2.92526, -0.29327)
O (1.84191, -3.07783, -0.94812)
C (1.06854, -4.09696, -0.28217)
C (0.14062, -3.51730, 0.92143)
O (0.92259, -2.94402, 2.00557)
C (0.02512, -2.98504, 3.16611)
C (0.16108, -1.70808, 4.13357)
C (0.96105, -0.46783, 3.50425)
C (0.24054, 0.18964, 2.20835)
C (1.38608, 1.07168, 1.45661)
N (1.18365, 1.09600, -0.03011)
C (2.50309, 1.19872, -0.69129)
C (2.72499, 0.42305, -2.09151)
O (3.47727, 1.88413, -0.25843)
C (0.01447, -4.77878, -1.32665)
O (0.25392, -5.82340, -1.98178)
N (-1.31628, -4.12598, -1.45313)
C (-1.24967, -2.99453, -2.39062)
O (-1.02114, -1.85667, -1.90314)
F (-1.41047, -3.25827, -3.77464)
H (4.00409, -3.36829, -0.92688)
H (3.31575, -1.79473, -0.15616)
H (3.14989, -3.46116, 0.73217)
H (1.73240, -4.97894, 0.06829)
H (-0.54493, -2.66345, 0.53746)
H (-0.48386, -4.43085, 1.27657)
H (0.26714, -3.93464, 3.76442)
H (-1.08152, -3.01931, 2.81903)
H (-0.91202, -1.32813, 4.35468)
H (0.61576, -2.04306, 5.14140)
H (0.95008, 0.36604, 4.31260)
H (2.05582, -0.74559, 3.33134)
H (-0.24402, -0.59204, 1.53071)
H (-0.56669, 0.95510, 2.53779)
H (2.39638, 0.58444, 1.68513)
H (1.44443, 2.13811, 1.91089)
H (0.67078, 1.96962, -0.25509)
H (1.85272, -0.31965, -2.21577)
H (2.71717, 1.15226, -2.99042)
H (3.70275, -0.17377, -2.11504)
H (-2.06915, -4.79326, -1.67784)
C (0.14377, 6.24462, -3.22343)
C (0.27520, 4.76502, -3.55255)
O (1.24910, 4.26691, -2.63605)
S (1.14076, 5.09733, -1.24434)
O (0.34342, 4.33391, -0.32795)
O (2.43885, 5.59890, -0.91454)
O (0.23642, 6.32501, -1.80103)
H (0.96985, 6.81932, -3.65174)
H (-0.80385, 6.66103, -3.56746)
H (0.59218, 4.59414, -4.58155)
H (-0.66422, 4.23490, -3.36888)
C (-4.86031, 0.31457, 0.06127)
C (-3.58875, 0.85201, -0.57862)
O (-3.16511, 1.91453, 0.27590)
S (-3.58508, 1.56488, 1.80432)
O (-2.44488, 0.99661, 2.46357)
O (-4.31976, 2.67206, 2.33680)
O (-4.62496, 0.36419, 1.46882)
H (-5.71739, 0.95578, -0.16369)
H (-5.07986, -0.70677, -0.25244)
H (-3.75505, 1.21640, -1.59253)
H (-2.80078, 0.09267, -0.59018)

---

Computed, not measured: a structure of composition C15H18LaN2O4 in a non-equilibrium geometry, with wB97M-V/def2-TZVPD.

Computed properties:
highest occupied orbital energy = -18.07 eV
maximum force = 0.226 Eh/bohr
total charge = +3

Geometry (Å):
C (-2.74230, 1.95707, 2.70172)
C (-3.00637, 2.00659, 1.05061)
C (-1.98383, 0.90108, 0.40474)
C (-1.85353, 1.00836, -1.25961)
O (-1.30375, -0.28209, -1.69647)
N (-0.94339, -0.24292, -3.01943)
C (-0.86476, -1.76859, -3.24799)
O (-1.36860, -2.47838, -4.26369)
C (-0.02806, -2.21118, -1.91186)
C (-0.02536, -3.55216, -0.97642)
C (0.99565, -3.51271, 0.34783)
C (1.95092, -2.17667, 0.66599)
C (1.95186, -0.83580, -0.33478)
N (2.81965, 0.38345, -0.13430)
C (2.05184, 1.68379, -0.21450)
C (3.43750, 0.41189, 1.27973)
C (2.34787, 0.67410, 2.52152)
O (4.76037, 0.23656, 1.48870)
C (0.92785, -0.91638, -1.60842)
C (0.54499, 0.11567, -2.81770)
O (1.25423, 1.00228, -3.52143)
H (-1.60813, 1.67981, 2.94307)
H (-2.92005, 3.00649, 3.21545)
H (-3.37903, 1.09127, 3.20781)
H (-4.09570, 1.60161, 0.89740)
H (-2.84905, 3.10867, 0.64458)
H (-2.36212, -0.19940, 0.63454)
H (-0.95623, 1.01569, 0.95240)
H (-2.95666, 1.12048, -1.64580)
H (-1.23054, 1.93787, -1.59976)
H (-0.71107, -4.45848, -1.25202)
H (1.01179, -4.47307, 1.03663)
H (2.61963, -2.22822, 1.62440)
H (2.54255, 2.53931, 0.45737)
H (2.18467, 2.07639, -1.33339)
H (0.89948, 1.58217, -0.03991)
H (2.74669, 0.31946, 3.56265)
H (1.29238, 0.20385, 2.23368)
H (2.16249, 1.84218, 2.56931)
La (-1.31387, -4.17002, -3.56265)

---

Computed, not measured: the molecule C3H4N2 in a non-equilibrium geometry, with wB97M-V/def2-TZVPD.

Computed properties:
highest occupied orbital energy = -9.14 eV
relative energy (zero: lowest compared OMol25 entry of this formula, charge and spin) = 15.5 kcal per mole
maximum force = 0.051 Eh/bohr
SMILES = c1c[nH]cn1

Geometry (Å):
N (-0.74637, 0.66121, 0.10759)
C (0.63796, 0.73669, 0.06129)
C (1.05455, -0.55497, 0.07408)
N (-0.02601, -1.41202, 0.06649)
C (-1.08554, -0.64706, 0.01536)
H (-0.92180, 1.42548, -0.53579)
H (1.14091, 1.69727, 0.13335)
H (2.06199, -0.93478, 0.10437)
H (-2.11570, -0.97184, -0.02675)

---

Computed, not measured: the molecule C3H7NO2, with wB97M-V/def2-TZVPD.

Computed properties:
highest occupied orbital energy = -9.61 eV
relative energy (zero: lowest compared OMol25 entry of this formula, charge and spin) = 11.7 kcal per mole
maximum force = 0.007 Eh/bohr
SMILES = NC(=O)CCO

Geometry (Å):
N (-1.36686, -0.94933, -0.66804)
C (-0.83884, 0.24639, -1.05517)
O (-1.00070, 0.71545, -2.16881)
C (-0.07761, 0.98918, 0.03864)
C (1.11517, 0.23840, 0.61515)
O (0.64230, -0.89999, 1.32662)
H (-1.01022, -1.40285, 0.16259)
H (-1.82237, -1.49740, -1.38208)
H (-0.77109, 1.22086, 0.85626)
H (0.26455, 1.92985, -0.39981)
H (1.79901, -0.05854, -0.19384)
H (1.66567, 0.90802, 1.29200)
H (1.40098, -1.44005, 1.57648)